Entry 1:
Density functional theory data (wB97M-V/def2-TZVPD) for a molecular structure, C8H21N2OPSTl in a non-equilibrium geometry.

XYZ file:
```
35
Properties=species:S:1:pos:R:3:mulliken_charge:R:1
Tl 1.09122 -0.49108 0.87572 0.62
H -1.28977 -0.71116 -0.90413 -0.08
H -0.98548 -1.34314 -1.19354 0.09
P 1.83369 -2.84073 -0.17054 0.32
C 3.28917 -2.71252 -1.24496 -1.13
H 3.77575 -3.70057 -1.33141 0.40
H 2.96221 -2.35964 -2.24600 0.35
H 4.00379 -1.96846 -0.82811 0.31
C 2.48235 -3.54177 1.41998 -1.16
H 1.63165 -3.67308 2.11659 0.35
H 2.99293 -4.50211 1.23673 0.40
H 3.17761 -2.81192 1.87005 0.33
C 0.78264 -4.15706 -0.84411 -1.12
H 0.41768 -3.84420 -1.84474 0.35
H 1.35106 -5.10055 -0.92471 0.39
H -0.10296 -4.30134 -0.18589 0.31
C 1.73171 0.37935 -1.20836 0.26
O 2.31642 1.09105 -1.88157 -0.14
H -0.16102 -1.67695 1.55404 -0.11
H 2.56548 -0.54668 2.05861 -0.06
S 0.02300 1.82733 1.94580 -0.31
C -1.17765 2.35373 0.82739 -0.01
N -0.86671 3.19816 -0.20102 -0.07
C -1.86711 4.20918 -0.67038 -0.64
C -3.07425 4.22130 0.23250 -0.47
C -3.56046 2.79173 0.31788 -0.64
N -2.46373 1.92003 0.84606 -0.08
H 0.09649 3.41579 -0.23155 0.30
H -2.14933 3.93430 -1.69577 0.32
H -1.32729 5.16801 -0.67944 0.34
H -3.84708 4.88823 -0.14081 0.33
H -2.76682 4.56220 1.23470 0.31
H -3.85143 2.41520 -0.67391 0.29
H -4.39624 2.67429 1.02058 0.37
H -2.63757 1.23308 1.54431 0.29
```

LUMO level: -4.12 eV
net charge: +1
total energy: -1413.83298 a.u.
HOMO energy: -11.2 eV
relative energy (zero: lowest compared OMol25 entry of this formula, charge and spin): 0.437 eV
Kohn-Sham gap: 7.03 eV

***

Entry 2:
Density functional theory data (wB97M-V/def2-TZVPD) for C8H21NOSi2 in the gas phase in a non-equilibrium geometry.

XYZ file:
```
33
Properties=species:S:1:pos:R:3:mulliken_charge:R:1
C 1.88894 -2.25151 0.21153 -0.70
C 0.32563 -2.30365 0.12409 -0.49
C 2.51549 -1.04146 0.79749 -0.48
C 1.08977 3.02630 1.07301 -0.49
C 2.28237 1.23140 -1.62826 -1.03
C -2.41557 -0.11268 1.65603 -0.93
C -3.04918 -1.41459 -1.01172 -1.19
C -1.84279 1.40835 -1.11153 -0.52
N -0.22955 -1.06591 -0.49798 -0.22
O 1.70469 1.75876 1.32350 -0.34
Si 1.93282 0.60613 0.22364 0.46
Si -1.81101 -0.28614 -0.12436 0.32
H 2.15705 -3.11109 0.92380 0.29
H 2.23236 -2.50580 -0.76907 0.27
H 0.11587 -3.27590 -0.54664 0.23
H -0.16734 -2.58282 1.11472 0.30
H 2.72123 -1.28381 1.84100 0.43
H 3.57496 -0.93827 0.33742 0.25
H 0.80594 3.50523 1.95532 0.30
H 0.25534 2.90571 0.37098 0.23
H 1.80335 3.71050 0.65169 0.28
H 2.50260 0.42234 -2.21297 0.43
H 1.31064 1.77312 -2.03600 0.23
H 3.13617 1.89205 -1.64677 0.40
H -1.57463 0.49970 2.20575 0.15
H -3.38723 0.40950 1.64373 0.36
H -2.69860 -1.04512 2.15588 0.35
H -2.53382 -2.34032 -1.07533 0.30
H -3.93895 -1.62055 -0.39760 0.34
H -3.31043 -1.05389 -1.96905 0.32
H -2.69253 1.94609 -0.58368 0.24
H -0.86115 1.80311 -0.79052 -0.41
H -1.84245 1.33523 -2.20812 0.33
```

LUMO level: 0.39 eV
total energy: -1026.34129 a.u.
HOMO energy: -7.1 eV
relative energy (zero: lowest compared OMol25 entry of this formula, charge and spin): 3.659 eV
Kohn-Sham gap: 7.53 eV